A structure of composition C5H12O2. Source: OMol25; level of theory: wB97M-V/def2-TZVPD.

Calculated values
- Largest force on an atom: 0.008 hartree/bohr
- E_tot: -348.01917 hartree
- Orbital gap (alpha / beta): 8.258 / 8.263 eV
- Energy above the lowest of the compared OMol25 structures with the same formula, charge and spin: 116.5 kcal per mole
- HOMO energy (alpha / beta): -7.782 / -7.786 eV

Each line ends with the Löwdin charge.
Element x y z (Å)
C: 2.645834 0.422187 -0.688755  -0.093
O: 1.327343 0.587316 -0.597175  -0.172
C: 0.508679 -0.310528 -0.075652  -0.186
C: -0.963179 -0.000941 -0.114136  -0.338
C: -1.774552 -1.283670 0.129326  -0.070
C: -1.344216 1.079779 0.930222  -0.240
O: -0.775551 2.346870 0.662387  -0.056
H: 3.154863 -0.088504 0.129982  0.074
H: 2.200532 -1.245414 -1.459997  0.070
H: 3.137372 1.240206 -1.209400  0.071
H: 1.473407 -1.556842 -1.282230  0.085
H: 0.900476 -0.924275 0.741308  0.132
H: -1.207732 0.407847 -1.104850  0.151
H: -2.850798 -1.071398 0.089447  0.081
H: -1.554955 -1.707020 1.120110  0.083
H: -1.544080 -2.046782 -0.623848  0.081
H: -2.432437 1.228981 0.916006  0.125
H: -1.071976 0.707844 1.937711  0.127
H: 0.170965 2.214349 0.499551  0.076

Forces on atoms 1 to 6 (eV/Å):
C -0.2 0.1 0.2
O 0.0 -0.4 0.1
C 0.3 0.3 0.1
C 0.0 0.1 0.0
C 0.0 0.1 0.0
C -0.2 -0.4 0.0